This record from OMol25 describes a molecular structure, C36H57MoN11O6PSe. The level of theory is ωB97M-V/def2-TZVPD.

```
113
Properties=species:S:1:pos:R:3:lowdin_spin:R:1
Mo -0.807 -0.773 -0.095 1.673
N -2.432 0.764 -0.405 0.004
C -3.487 0.513 0.614 0.008
C -3.766 -0.975 0.552 0.006
O -4.879 -1.437 0.685 0.009
N -2.622 -1.711 0.318 0.002
C -2.779 -2.969 -0.420 0.007
C -2.347 -2.615 -1.834 0.006
O -2.743 -3.122 -2.847 0.015
O -1.460 -1.607 -1.814 0.013
H -2.131 1.734 -0.415 0.001
H -2.814 0.568 -1.327 0.002
H -4.409 1.046 0.411 0.000
H -3.106 0.809 1.590 0.001
H -3.798 -3.334 -0.392 0.000
H -2.101 -3.729 -0.032 0.000
N -0.978 1.888 3.273 0.000
C -0.248 2.817 2.413 0.000
C 1.164 3.111 2.959 0.000
C 2.126 4.067 2.210 0.000
C 1.538 5.107 1.273 0.000
N 0.632 6.046 1.959 0.000
C -0.587 6.386 1.559 0.000
N -1.214 5.684 0.628 0.000
N -1.189 7.442 2.130 0.000
C -0.213 2.234 1.004 0.006
O -0.426 2.985 0.031 0.005
O 0.068 0.995 0.928 0.032
H -1.021 2.242 4.221 0.000
H -0.488 1.000 3.297 0.000
H -0.839 3.730 2.367 0.000
H 1.661 2.142 3.054 0.000
H 1.018 3.482 3.974 0.000
H 2.820 3.478 1.607 0.000
H 2.735 4.589 2.953 0.000
H 1.006 4.631 0.459 0.000
H 2.351 5.690 0.839 0.000
H 1.032 6.582 2.712 0.000
H -0.903 4.734 0.380 0.000
H -2.126 5.978 0.324 0.000
H -0.681 8.069 2.730 0.000
H -2.111 7.723 1.849 0.000
N 0.587 -2.209 -0.038 0.017
C 1.484 -2.899 0.288 0.050
N 2.427 -3.671 0.544 0.050
C 3.211 -3.783 1.609 0.006
N 3.921 -3.911 2.515 0.017
Se -2.067 -2.025 2.943 0.017
N -0.713 -1.239 2.045 -0.014
C 0.356 -1.240 2.834 0.004
C 1.672 -0.759 2.512 -0.002
C 2.657 -0.919 3.424 0.007
C 2.432 -1.515 4.719 -0.003
C 1.205 -1.927 5.086 0.005
C 0.127 -1.806 4.145 -0.002
N -1.099 -2.222 4.381 0.023
H 1.866 -0.294 1.560 0.000
H 3.661 -0.598 3.171 0.000
H 3.268 -1.632 5.396 0.000
H 1.006 -2.372 6.054 0.000
O 0.488 0.065 -1.566 0.023
P 1.119 0.073 -2.959 0.005
C 2.691 1.017 -2.788 0.000
C 3.261 1.610 -4.108 0.000
C 2.975 3.098 -4.363 0.000
C 3.212 3.944 -3.119 0.000
C 2.308 3.449 -1.995 0.000
C 2.666 2.017 -1.605 0.000
C 0.089 1.084 -4.123 0.000
C -0.389 0.496 -5.471 0.000
C -1.849 0.032 -5.500 0.000
C -2.780 1.113 -4.961 0.000
C -2.417 1.371 -3.505 0.000
C -0.993 1.906 -3.375 0.000
C 1.766 -1.623 -3.293 0.002
C 2.863 -1.815 -4.359 0.001
C 2.378 -2.125 -5.774 0.000
C 1.285 -3.200 -5.807 0.000
C 0.183 -2.936 -4.779 0.000
C 0.762 -2.785 -3.377 0.001
H 3.373 0.221 -2.485 0.000
H 2.916 1.035 -4.973 0.000
H 4.346 1.487 -4.075 0.000
H 1.942 3.257 -4.683 0.000
H 3.605 3.431 -5.188 0.000
H 3.025 4.997 -3.340 0.000
H 4.259 3.856 -2.805 0.000
H 1.257 3.506 -2.311 0.000
H 2.411 4.088 -1.114 0.000
H 1.974 1.654 -0.847 0.000
H 3.665 2.029 -1.155 0.000
H 0.857 1.806 -4.380 0.000
H 0.263 -0.318 -5.773 0.000
H -0.270 1.278 -6.226 0.000
H -1.994 -0.864 -4.887 0.000
H -2.108 -0.234 -6.527 0.000
H -3.817 0.784 -5.037 0.000
H -2.677 2.034 -5.549 0.000
H -2.506 0.419 -2.977 0.000
H -3.111 2.092 -3.055 0.000
H -0.713 2.007 -2.326 0.000
H -0.973 2.915 -3.801 0.000
H 2.262 -1.690 -2.317 0.001
H 3.444 -2.677 -4.012 0.000
H 3.559 -0.978 -4.382 0.000
H 3.239 -2.468 -6.351 0.000
H 2.030 -1.215 -6.269 0.000
H 1.734 -4.178 -5.603 0.000
H 0.854 -3.250 -6.809 0.000
H -0.559 -3.735 -4.792 0.000
H -0.348 -2.018 -5.036 0.000
H 1.319 -3.693 -3.118 0.000
H -0.027 -2.668 -2.642 0.000
```

Values from the calculation:
**E_tot**: -5270.727185 hartree
**Spin multiplicity**: 3
**Orbital gap (spin up / spin down)**: 7.0 / 7.5 eV
**Energy above the lowest of the compared OMol25 structures with the same formula, charge and spin**: 38.4 kcal/mol
**Total charge**: +1
**Expectation value of S²**: 2.015